C23H32N4O5S in the gas phase at a distorted geometry, computed with ωB97M-V with the def2-TZVPD basis set.

Atoms and positions in Å:
1 C -2.788 -2.471 -2.256
2 C -3.117 -1.399 -1.241
3 S -4.650 -1.925 -0.398
4 O -5.724 -1.824 -1.338
5 O -4.385 -3.178 0.242
6 N -4.993 -0.849 0.825
7 C -4.277 -0.960 2.076
8 C -3.633 0.393 2.422
9 N -3.182 1.059 1.225
10 C -1.889 1.018 0.806
11 C -0.991 0.039 1.280
12 C 0.270 -0.105 0.753
13 C 0.710 0.702 -0.301
14 C 2.031 0.517 -0.975
15 O 2.174 0.704 -2.167
16 N 3.030 0.125 -0.154
17 C 4.381 -0.096 -0.621
18 C 4.872 -1.513 -0.298
19 C 6.225 -1.719 -0.978
20 C 7.227 -0.699 -0.437
21 C 7.384 -0.889 1.071
22 C 6.032 -0.683 1.752
23 C 5.031 -1.703 1.210
24 C 5.530 0.732 1.466
25 C 5.371 0.923 -0.043
26 C 6.724 0.717 -0.723
27 C -0.134 1.698 -0.754
28 C -1.384 1.901 -0.178
29 N -2.052 3.115 -0.532
30 O -1.853 3.577 -1.638
31 O -2.741 3.652 0.321
32 C -4.269 1.473 0.362
33 C -5.442 0.472 0.483
34 H -2.662 -3.424 -1.749
35 H -1.875 -2.226 -2.795
36 H -3.608 -2.564 -2.964
37 H -3.320 -0.445 -1.716
38 H -2.342 -1.302 -0.487
39 H -4.969 -1.260 2.872
40 H -3.540 -1.755 1.956
41 H -2.813 0.275 3.128
42 H -4.380 1.044 2.887
43 H -1.307 -0.648 2.048
44 H 0.900 -0.898 1.128
45 H 2.868 0.075 0.838
46 H 4.327 0.031 -1.708
47 H 4.148 -2.238 -0.687
48 H 6.119 -1.601 -2.059
49 H 6.586 -2.732 -0.785
50 H 8.195 -0.846 -0.927
51 H 7.758 -1.893 1.282
52 H 8.110 -0.173 1.463
53 H 6.143 -0.820 2.834
54 H 5.390 -2.715 1.412
55 H 4.069 -1.593 1.717
56 H 6.246 1.462 1.849
57 H 4.581 0.908 1.979
58 H 5.002 1.934 -0.250
59 H 6.624 0.867 -1.800
60 H 7.442 1.449 -0.347
61 H 0.192 2.360 -1.544
62 H -3.913 1.497 -0.671
63 H -4.606 2.485 0.624
64 H -6.155 0.805 1.244
65 H -5.970 0.387 -0.467

Atoms 1-6, force components in eV/Å:
-0.0023 -0.1479 -0.1066
-0.7579 -0.3894 0.3611
0.1345 0.4698 0.3376
-0.0430 0.2463 -0.2809
0.2705 -0.0929 0.1524
0.2092 -0.7205 -0.7346

Results
Total charge = 0
HOMO energy = -8.6124 eV
Orbital gap = 0.29813 hartree
Relative energy (zero: lowest compared OMol25 entry of this formula, charge and spin) = 83.4 kcal/mol
SMILES string = CCS(=O)(=O)N1CCN(c2ccc(C(=O)N[C@H]3[C@@H]4C[C@H]5C[C@@H](C4)C[C@@H]3C5)cc2[N+](=O)[O-])CC1

Charge distribution, Löwdin scheme, values in e: atom 1 (C): -0.117, atom 2 (C): -0.260, atom 3 (S): 0.639, atom 4 (O): -0.281, atom 5 (O): -0.284, atom 6 (N): -0.242, atom 7 (C): -0.156, atom 8 (C): -0.118, atom 9 (N): -0.068, atom 10 (C): -0.162, atom 11 (C): -0.014, atom 12 (C): -0.013, atom 13 (C): -0.124, atom 14 (C): -0.445, atom 15 (O): 0.079, atom 16 (N): 0.125, atom 17 (C): -0.237, atom 18 (C): -0.241, atom 19 (C): -0.113, atom 20 (C): -0.297, atom 21 (C): -0.122, atom 22 (C): -0.295, atom 23 (C): -0.114, atom 24 (C): -0.113, atom 25 (C): -0.239, atom 26 (C): -0.112, atom 27 (C): 0.077, atom 28 (C): -0.083, atom 29 (N): -0.362, atom 30 (O): 0.090, atom 31 (O): 0.069, atom 32 (C): -0.124, atom 33 (C): -0.153, atom 34 (H): 0.077, atom 35 (H): 0.082, atom 36 (H): 0.080, atom 37 (H): 0.096, atom 38 (H): 0.081, atom 39 (H): 0.129, atom 40 (H): 0.109, atom 41 (H): 0.124, atom 42 (H): 0.132, atom 43 (H): 0.108, atom 44 (H): 0.118, atom 45 (H): 0.120, atom 46 (H): 0.153, atom 47 (H): 0.147, atom 48 (H): 0.123, atom 49 (H): 0.121, atom 50 (H): 0.140, atom 51 (H): 0.120, atom 52 (H): 0.120, atom 53 (H): 0.140, atom 54 (H): 0.122, atom 55 (H): 0.110, atom 56 (H): 0.122, atom 57 (H): 0.113, atom 58 (H): 0.149, atom 59 (H): 0.123, atom 60 (H): 0.122, atom 61 (H): 0.136, atom 62 (H): 0.119, atom 63 (H): 0.123, atom 64 (H): 0.130, atom 65 (H): 0.120

---

A molecular structure, C23H33CaCl2N4O4 at a distorted geometry, computed with ωB97M-V with the def2-TZVPD basis set.

Atoms and positions in Å:
1 O -0.271 -1.788 -1.057
2 C 0.000 -2.841 -1.660
3 C -0.864 -3.303 -2.756
4 C -2.204 -2.864 -2.808
5 H -2.582 -2.264 -1.971
6 C -2.979 -3.159 -3.934
7 H -4.022 -2.815 -3.991
8 C -2.426 -3.876 -5.000
9 H -3.008 -4.074 -5.898
10 C -1.108 -4.320 -4.939
11 H -0.694 -4.890 -5.766
12 C -0.332 -4.055 -3.823
13 H 0.705 -4.365 -3.779
14 H 1.029 -3.258 -1.641
15 C -0.560 -5.524 -0.536
16 C 0.540 -4.691 -0.111
17 H -0.666 -6.443 0.040
18 H -0.395 -5.764 -1.599
19 H -1.519 -4.972 -0.533
20 C 1.341 -3.914 0.579
21 C 1.842 -4.080 1.998
22 H 1.767 -2.993 0.114
23 H 1.787 -5.132 2.310
24 H 1.238 -3.499 2.712
25 H 2.879 -3.724 2.046
26 Ca 0.217 0.364 -0.551
27 Cl -2.262 -0.409 0.349
28 Cl 2.570 -0.884 -1.493
29 C -0.146 -0.133 2.608
30 O 0.748 0.264 1.836
31 N -0.344 0.281 3.862
32 C 0.498 1.300 4.463
33 C -1.417 -0.264 4.685
34 H -0.894 -0.863 2.242
35 H 1.053 1.823 3.689
36 H 1.194 0.843 5.173
37 H -0.144 1.993 5.011
38 H -2.084 -0.844 4.040
39 H -1.979 0.542 5.171
40 H -1.030 -0.921 5.475
41 H 4.498 2.929 0.760
42 H 5.724 2.766 -2.063
43 C 4.276 1.929 0.362
44 C 5.167 1.829 -1.933
45 N 4.035 2.022 -1.060
46 H 3.415 1.513 0.885
47 C 2.805 2.153 -1.571
48 O 1.753 2.213 -0.900
49 H 4.785 1.504 -2.903
50 H 2.772 2.169 -2.672
51 H 5.156 1.288 0.496
52 H 5.842 1.075 -1.516
53 N -4.301 6.530 0.636
54 C -2.931 6.483 0.745
55 O -2.245 7.493 0.896
56 C -2.308 5.124 0.582
57 C -3.017 4.031 0.066
58 C -2.337 2.813 -0.112
59 N -1.023 2.648 0.127
60 C -0.368 3.685 0.672
61 C -0.947 4.934 0.883
62 H -4.733 7.425 0.804
63 H -4.877 5.710 0.718
64 H -4.080 4.078 -0.218
65 H -2.885 1.919 -0.434
66 H 0.669 3.522 0.932
67 H -0.326 5.733 1.263

Atoms 1-6, force components in eV/Å:
-0.5078 0.8311 0.6331
2.3297 -1.7042 -0.4937
-0.2404 -0.0683 -0.0012
0.0858 -0.1674 -0.4076
0.1267 -0.2175 -0.3277
-0.0155 0.1075 0.2569

Results
Total charge = -1
HOMO energy (alpha / beta) = -1.2734 / -1.2749 eV
Orbital gap (alpha / beta) = 0.11185 / 0.11191 hartree
Relative energy (zero: lowest compared OMol25 entry of this formula, charge and spin) = 0.0 kcal/mol

Charge distribution, Löwdin scheme, values in e: atom 1 (O): -0.405, atom 2 (C): -0.385, atom 3 (C): -0.197, atom 4 (C): -0.026, atom 5 (H): 0.083, atom 6 (C): -0.105, atom 7 (H): 0.093, atom 8 (C): -0.135, atom 9 (H): 0.082, atom 10 (C): -0.120, atom 11 (H): 0.089, atom 12 (C): -0.048, atom 13 (H): 0.113, atom 14 (H): 0.058, atom 15 (C): -0.183, atom 16 (C): -0.123, atom 17 (H): 0.036, atom 18 (H): 0.052, atom 19 (H): 0.085, atom 20 (C): -0.258, atom 21 (C): -0.143, atom 22 (H): 0.034, atom 23 (H): 0.054, atom 24 (H): 0.048, atom 25 (H): 0.050, atom 26 (Ca): 1.115, atom 27 (Cl): -0.128, atom 28 (Cl): -0.183, atom 29 (C): -0.363, atom 30 (O): -0.137, atom 31 (N): -0.178, atom 32 (C): -0.040, atom 33 (C): -0.045, atom 34 (H): 0.048, atom 35 (H): 0.080, atom 36 (H): 0.091, atom 37 (H): 0.083, atom 38 (H): 0.092, atom 39 (H): 0.084, atom 40 (H): 0.089, atom 41 (H): 0.091, atom 42 (H): 0.086, atom 43 (C): -0.038, atom 44 (C): -0.067, atom 45 (N): -0.206, atom 46 (H): 0.082, atom 47 (C): -0.381, atom 48 (O): -0.190, atom 49 (H): 0.085, atom 50 (H): 0.137, atom 51 (H): 0.089, atom 52 (H): 0.090, atom 53 (N): 0.156, atom 54 (C): -0.477, atom 55 (O): 0.043, atom 56 (C): -0.136, atom 57 (C): -0.007, atom 58 (C): -0.150, atom 59 (N): 0.004, atom 60 (C): -0.122, atom 61 (C): 0.006, atom 62 (H): 0.106, atom 63 (H): 0.086, atom 64 (H): 0.109, atom 65 (H): 0.033, atom 66 (H): 0.100, atom 67 (H): 0.113

---

3 unconnected molecules or ions with the total composition C23H33FN5O3 at a distorted geometry, computed with ωB97M-V with the def2-TZVPD basis set.

Atoms and positions in Å:
1 C -5.069 0.206 -0.891
2 C -4.777 -0.539 -2.207
3 C -5.411 -1.901 -2.328
4 N -4.000 -0.025 -3.135
5 N -2.696 0.149 -2.643
6 C -2.217 1.350 -2.230
7 C -0.944 1.490 -1.758
8 C -0.097 0.365 -1.660
9 C -0.586 -0.866 -2.088
10 C 0.180 -2.186 -2.073
11 C 1.349 -2.229 -1.069
12 C 0.807 -2.553 0.332
13 O -0.029 -3.394 0.561
14 N 1.403 -1.804 1.440
15 C 0.499 -0.918 2.093
16 C 0.906 -0.435 3.354
17 C 0.146 0.457 4.073
18 C -1.119 0.889 3.553
19 C -1.517 0.392 2.330
20 C -0.720 -0.493 1.589
21 C -1.884 -0.909 -2.585
22 F -2.362 -2.053 -3.029
23 H -6.092 -0.046 -0.583
24 H -4.989 1.292 -1.007
25 H -4.334 -0.172 -0.153
26 H -5.480 -2.255 -3.364
27 H -6.359 -1.969 -1.782
28 H -4.697 -2.573 -1.808
29 H -2.900 2.196 -2.296
30 H -0.591 2.477 -1.461
31 H 0.926 0.446 -1.291
32 H -0.542 -2.969 -1.783
33 H 0.485 -2.432 -3.102
34 H 1.992 -3.079 -1.354
35 H 1.944 -1.311 -1.095
36 H 1.747 -2.502 2.097
37 H 1.858 -0.778 3.772
38 H 0.491 0.846 5.034
39 H -1.754 1.600 4.082
40 H -2.472 0.698 1.894
41 H -1.067 -0.868 0.626
42 C 0.736 4.275 5.989
43 O 1.743 3.598 6.044
44 N 0.197 4.764 4.852
45 C -1.012 5.565 4.852
46 C 0.855 4.474 3.590
47 H 0.166 4.549 6.892
48 H -1.778 5.068 4.251
49 H -0.800 6.546 4.422
50 H -1.386 5.695 5.866
51 H 0.883 3.391 3.454
52 H 1.873 4.864 3.617
53 H 0.312 4.928 2.763
54 C 4.093 -1.434 -3.188
55 O 2.901 -1.236 -3.381
56 N 4.784 -2.482 -3.658
57 C 6.201 -2.656 -3.392
58 C 4.090 -3.477 -4.461
59 H 4.710 -0.740 -2.595
60 H 6.747 -2.679 -4.336
61 H 6.358 -3.597 -2.862
62 H 6.580 -1.838 -2.783
63 H 3.665 -3.000 -5.344
64 H 3.277 -3.913 -3.879
65 H 4.780 -4.260 -4.766

Atoms 1-6, force components in eV/Å:
0.8744 -0.9482 -0.3526
-0.6823 0.6905 0.9545
-0.4995 0.6744 -0.5542
0.5539 -2.7555 -0.3766
-0.2723 1.9727 0.6968
-0.2295 0.6838 -0.0398

Results
Total charge = +1
HOMO energy = -10.7671 eV
Orbital gap = 0.25205 hartree

Charge distribution, Löwdin scheme, values in e: atom 1 (C): -0.002, atom 2 (C): -0.290, atom 3 (C): -0.006, atom 4 (N): 0.128, atom 5 (N): -0.008, atom 6 (C): -0.004, atom 7 (C): 0.002, atom 8 (C): 0.052, atom 9 (C): -0.094, atom 10 (C): -0.109, atom 11 (C): -0.093, atom 12 (C): -0.404, atom 13 (O): 0.130, atom 14 (N): 0.093, atom 15 (C): -0.252, atom 16 (C): -0.031, atom 17 (C): -0.063, atom 18 (C): -0.087, atom 19 (C): -0.102, atom 20 (C): -0.047, atom 21 (C): -0.185, atom 22 (F): 0.174, atom 23 (H): 0.093, atom 24 (H): 0.084, atom 25 (H): 0.096, atom 26 (H): 0.103, atom 27 (H): 0.090, atom 28 (H): 0.115, atom 29 (H): 0.149, atom 30 (H): 0.131, atom 31 (H): 0.137, atom 32 (H): 0.122, atom 33 (H): 0.133, atom 34 (H): 0.135, atom 35 (H): 0.092, atom 36 (H): 0.139, atom 37 (H): 0.122, atom 38 (H): 0.110, atom 39 (H): 0.101, atom 40 (H): 0.094, atom 41 (H): 0.090, atom 42 (C): -0.357, atom 43 (O): 0.012, atom 44 (N): -0.202, atom 45 (C): -0.060, atom 46 (C): -0.041, atom 47 (H): 0.134, atom 48 (H): 0.084, atom 49 (H): 0.090, atom 50 (H): 0.084, atom 51 (H): 0.076, atom 52 (H): 0.095, atom 53 (H): 0.084, atom 54 (C): -0.341, atom 55 (O): -0.016, atom 56 (N): -0.192, atom 57 (C): -0.045, atom 58 (C): -0.030, atom 59 (H): 0.139, atom 60 (H): 0.095, atom 61 (H): 0.093, atom 62 (H): 0.087, atom 63 (H): 0.096, atom 64 (H): 0.086, atom 65 (H): 0.091

---

6 unconnected molecules or ions with the total composition C23H33IN8OPS at a distorted geometry, computed with ωB97M-V with the def2-TZVPD basis set.

Atoms and positions in Å:
1 N -0.976 0.988 -1.190
2 C -0.203 1.591 -2.150
3 N 0.131 2.906 -1.960
4 C 1.576 3.009 -1.599
5 C 1.840 2.737 -0.106
6 O 1.117 3.002 0.746
7 I 3.748 1.789 0.326
8 N 0.213 0.961 -3.223
9 P -0.129 -0.715 -3.663
10 S 0.079 -1.999 -2.246
11 H -0.403 0.580 -0.452
12 H -1.652 0.329 -1.564
13 H -0.457 3.211 -1.176
14 H 2.184 2.294 -2.163
15 H 1.957 3.998 -1.886
16 H 0.754 1.513 -3.890
17 H 0.827 -0.992 -4.671
18 H -1.381 -0.750 -4.329
19 N -2.727 4.217 0.138
20 C -3.495 5.044 -0.643
21 C -3.471 6.292 -0.081
22 C -2.655 6.221 1.081
23 C -2.208 4.934 1.189
24 H -2.569 3.240 -0.031
25 H -3.991 4.671 -1.525
26 H -3.983 7.161 -0.460
27 H -2.425 7.026 1.759
28 H -1.571 4.462 1.919
29 N 0.471 -5.448 2.429
30 C 0.437 -6.287 1.348
31 C 0.371 -5.517 0.218
32 C 0.371 -4.158 0.634
33 C 0.436 -4.149 2.003
34 H 0.517 -5.744 3.388
35 H 0.461 -7.356 1.478
36 H 0.330 -5.886 -0.793
37 H 0.329 -3.289 -0.001
38 H 0.460 -3.335 2.708
39 N 6.647 2.390 2.996
40 C 7.306 1.202 3.178
41 C 8.427 1.453 3.921
42 C 8.445 2.845 4.204
43 C 7.335 3.395 3.623
44 H 5.793 2.505 2.483
45 H 6.920 0.285 2.763
46 H 9.154 0.720 4.230
47 H 9.189 3.380 4.770
48 H 6.975 4.410 3.600
49 N -4.279 3.282 -5.581
50 C -5.045 4.108 -6.358
51 C -5.020 5.357 -5.798
52 C -4.203 5.287 -4.640
53 C -3.758 3.996 -4.533
54 H -4.124 2.306 -5.754
55 H -5.541 3.736 -7.238
56 H -5.531 6.226 -6.177
57 H -3.968 6.092 -3.963
58 H -3.119 3.523 -3.805
59 N -1.809 -8.188 3.569
60 C -1.478 -8.846 4.724
61 C -1.299 -10.169 4.419
62 C -1.524 -10.316 3.024
63 C -1.834 -9.078 2.528
64 H -2.002 -7.206 3.496
65 H -1.402 -8.318 5.660
66 H -1.034 -10.946 5.117
67 H -1.465 -11.227 2.452
68 H -2.070 -8.753 1.528

Atoms 1-6, force components in eV/Å:
-0.6155 0.2816 -0.8252
-0.4469 0.2998 0.4112
0.8319 -1.5176 1.3077
0.7913 0.4755 -0.7373
2.2507 -0.4641 -2.2294
-2.4131 0.6572 2.2794

Results
Total charge = +1
HOMO energy = -9.6668 eV
Orbital gap = 0.17950 hartree

Charge distribution, Löwdin scheme, values in e: atom 1 (N): 0.170, atom 2 (C): -0.454, atom 3 (N): 0.121, atom 4 (C): -0.160, atom 5 (C): -0.840, atom 6 (O): 0.068, atom 7 (I): 0.904, atom 8 (N): -0.057, atom 9 (P): 0.379, atom 10 (S): 0.271, atom 11 (H): 0.132, atom 12 (H): 0.091, atom 13 (H): 0.121, atom 14 (H): 0.087, atom 15 (H): 0.144, atom 16 (H): 0.143, atom 17 (H): 0.002, atom 18 (H): 0.001, atom 19 (N): -0.015, atom 20 (C): -0.141, atom 21 (C): -0.096, atom 22 (C): -0.097, atom 23 (C): -0.144, atom 24 (H): 0.115, atom 25 (H): 0.092, atom 26 (H): 0.097, atom 27 (H): 0.097, atom 28 (H): 0.105, atom 29 (N): 0.009, atom 30 (C): -0.137, atom 31 (C): -0.104, atom 32 (C): -0.135, atom 33 (C): -0.143, atom 34 (H): 0.145, atom 35 (H): 0.107, atom 36 (H): 0.092, atom 37 (H): -0.012, atom 38 (H): 0.104, atom 39 (N): -0.012, atom 40 (C): -0.148, atom 41 (C): -0.107, atom 42 (C): -0.106, atom 43 (C): -0.140, atom 44 (H): 0.054, atom 45 (H): 0.101, atom 46 (H): 0.093, atom 47 (H): 0.093, atom 48 (H): 0.105, atom 49 (N): -0.008, atom 50 (C): -0.129, atom 51 (C): -0.097, atom 52 (C): -0.110, atom 53 (C): -0.170, atom 54 (H): 0.136, atom 55 (H): 0.111, atom 56 (H): 0.097, atom 57 (H): 0.091, atom 58 (H): 0.080, atom 59 (N): -0.005, atom 60 (C): -0.145, atom 61 (C): -0.108, atom 62 (C): -0.108, atom 63 (C): -0.158, atom 64 (H): 0.135, atom 65 (H): 0.103, atom 66 (H): 0.092, atom 67 (H): 0.092, atom 68 (H): 0.105